(1)
85
Properties=species:S:1:pos:R:3 method="wB97M-V/def2-TZVPD" e_above_lowest_ev=0.084 charge=+2 mol_weight_g_mol=728.93 total_energy_ev=-100115.19445 orbital_gap_ha=0.3016 lumo_ev=-4.53
Cd -0.079 -0.225 0.197
C -3.002 0.312 3.741
P -1.399 0.588 2.885
C -0.218 0.263 4.247
C -1.389 2.399 2.713
C -1.253 3.219 3.831
C -1.233 4.599 3.705
C -1.356 5.170 2.448
C -1.511 4.365 1.330
C -1.535 2.974 1.440
P -1.725 1.915 -0.043
C -1.827 3.089 -1.431
C -3.462 1.345 0.052
H -3.038 0.861 4.683
H -3.167 -0.744 3.967
H -3.827 0.652 3.115
H -0.541 0.681 5.201
H 0.754 0.682 3.989
H -0.087 -0.813 4.377
H -1.154 2.782 4.817
H -1.123 5.224 4.581
H -1.341 6.246 2.334
H -1.613 4.842 0.365
H -0.872 3.576 -1.621
H -2.592 3.846 -1.255
H -2.112 2.525 -2.316
H -4.122 2.135 0.412
H -3.549 0.483 0.712
H -3.787 1.045 -0.945
Cl 1.153 0.458 -2.552
C -0.165 0.414 -3.755
Cl -1.719 -0.045 -3.056
H 0.106 -0.322 -4.502
H -0.249 1.406 -4.182
C 2.998 -2.969 0.740
P 2.570 -1.280 1.278
C 3.244 -1.260 2.984
C 3.752 -0.205 0.396
C 4.959 -0.711 -0.087
C 5.897 0.116 -0.681
C 5.643 1.475 -0.791
C 4.443 1.990 -0.331
C 3.477 1.166 0.251
P 1.865 1.860 0.767
C 2.214 2.625 2.390
C 1.688 3.353 -0.268
H 2.894 -3.053 -0.342
H 2.286 -3.662 1.189
H 4.004 -3.271 1.033
H 4.313 -1.477 2.992
H 2.731 -2.013 3.586
H 3.086 -0.288 3.451
H 5.178 -1.766 0.004
H 6.826 -0.298 -1.050
H 6.376 2.133 -1.238
H 4.264 3.050 -0.444
H 3.062 3.306 2.306
H 2.459 1.870 3.136
H 1.339 3.183 2.727
H 2.503 4.061 -0.116
H 0.766 3.860 0.019
H 1.638 3.084 -1.322
C -3.168 -2.684 1.449
N -2.266 -3.250 2.495
C -2.643 -4.659 2.810
C -0.777 -3.088 2.151
C -0.484 -3.394 0.718
C -0.352 -4.741 0.370
C -0.141 -5.119 -0.944
C -0.052 -4.131 -1.911
C -0.153 -2.792 -1.552
C -0.365 -2.369 -0.236
H -4.184 -2.691 1.838
H -3.091 -3.300 0.559
H -2.840 -1.673 1.222
H -2.414 -2.701 3.341
H -2.506 -5.255 1.912
H -3.687 -4.680 3.114
H -2.008 -5.025 3.613
H -0.255 -3.751 2.840
H -0.538 -2.053 2.393
H -0.385 -5.505 1.140
H -0.037 -6.163 -1.207
H 0.117 -4.399 -2.946
H -0.037 -2.061 -2.339



(2)
93
Properties=species:S:1:pos:R:3 method="wB97M-V/def2-TZVPD" e_above_lowest_ev=3.119 mol_weight_g_mol=879.83 total_energy_ev=-127457.58747 orbital_gap_ha="0.2555 / 0.2275" lumo_ev="-0.19 / -0.95" multiplicity=2
C 2.557 -2.289 -2.347
C 2.058 -1.509 -3.512
H 3.213 -3.075 -2.733
H 1.766 -2.758 -1.744
H 3.146 -1.634 -1.684
C 2.212 -1.946 -4.785
C 2.652 -3.323 -5.144
H 2.134 -1.254 -5.622
H 2.119 -4.099 -4.566
H 3.736 -3.473 -5.011
H 2.455 -3.492 -6.210
Yb 0.863 -0.022 0.220
Cl 2.842 1.424 -0.676
C -0.189 2.874 0.078
O -0.663 1.711 0.140
N -0.905 3.952 -0.247
C -2.362 3.863 -0.405
C -0.240 5.182 -0.675
H 0.887 3.038 0.281
H -2.790 3.250 0.396
H -2.647 3.436 -1.377
H -2.757 4.880 -0.345
H 0.617 5.387 -0.017
H -0.957 6.007 -0.624
H 0.134 5.093 -1.709
H -2.956 2.233 4.538
H -1.869 1.263 6.287
C -2.946 1.294 3.974
C -1.540 0.354 5.768
N -1.746 0.553 4.337
H -2.930 1.483 2.898
C -1.193 -0.270 3.411
O -1.506 -0.303 2.215
H -0.479 0.176 5.981
H -0.400 -0.932 3.821
H -3.850 0.723 4.239
H -2.130 -0.500 6.142
H -0.452 -5.330 3.109
H -0.917 -4.474 -0.654
C -1.320 -4.850 2.629
C -1.625 -4.501 0.186
N -0.907 -4.146 1.416
H -1.787 -4.158 3.349
C -0.052 -3.109 1.442
O 0.252 -2.424 0.430
H -2.454 -3.790 0.009
H 0.371 -2.896 2.451
H -2.050 -5.611 2.316
H -2.027 -5.510 0.344
O 0.440 -0.392 -2.068
C 1.411 -0.200 -3.126
C 0.230 0.068 -5.392
C 0.953 0.632 -4.334
H -0.082 -0.979 -5.335
C -0.073 0.791 -6.556
H 2.191 0.389 -2.616
C 1.371 1.966 -4.463
H -0.652 0.326 -7.369
C 0.365 2.113 -6.678
C 1.092 2.692 -5.626
H 1.954 2.407 -3.652
H 0.098 2.707 -7.557
H 1.443 3.727 -5.717
Si -1.421 -0.689 -2.791
Cl -1.009 -2.539 -3.694
C -2.661 -0.520 -4.343
C -1.514 1.272 -2.897
C -2.284 -1.024 -1.163
H -2.976 0.516 -4.522
H -3.541 -1.137 -4.115
H -2.221 -0.881 -5.289
H -3.271 -1.480 -1.335
H -2.432 -0.055 -0.667
H -1.713 -1.666 -0.478
H -1.301 1.628 -3.912
H -0.806 1.766 -2.219
H -2.528 1.606 -2.638
O 1.077 3.538 5.321
S 2.206 2.843 4.752
O 3.490 3.501 4.746
N 1.845 2.107 3.339
C 1.853 0.764 3.351
O 1.616 0.009 2.362
C 2.132 0.242 4.733
C 2.086 -1.068 5.245
C 2.282 -1.254 6.623
C 2.516 -0.168 7.478
C 2.552 1.133 6.966
C 2.353 1.287 5.594
H 1.909 -1.894 4.560
H 2.251 -2.260 7.039
H 2.667 -0.333 8.546
H 2.729 2.011 7.578



(3)
90
Properties=species:S:1:pos:R:3 method="wB97M-V/def2-TZVPD" e_above_lowest_ev=1.362 charge=-2 mol_weight_g_mol=782.66 total_energy_ev=-174370.83045 orbital_gap_ha="0.1842 / 0.2296" lumo_ev="4.24 / 4.24" multiplicity=3
Ti 0.484 -0.717 -0.621
O -1.504 -1.770 -0.740
C -1.146 -2.912 -0.724
N 0.100 -3.271 -0.650
S 0.315 -4.884 -0.699
O 0.910 -5.440 0.518
O 0.877 -5.383 -1.930
C -1.400 -5.285 -0.803
C -1.980 -6.541 -0.905
C -3.335 -6.551 -1.005
C -4.109 -5.375 -1.060
C -3.493 -4.103 -0.938
C -2.126 -4.119 -0.826
H -1.374 -7.417 -0.859
H -3.851 -7.455 -1.142
H -5.154 -5.358 -1.235
H -4.160 -3.216 -0.927
C -0.883 2.459 -4.304
Si -1.951 1.927 -2.815
C -2.821 0.290 -3.242
C -3.339 3.217 -2.603
Ge -0.770 1.733 -0.750
Si -2.433 1.749 1.003
C -1.586 2.088 2.616
C -3.638 3.215 0.847
C -3.429 0.112 1.211
Si 0.363 3.742 -0.347
C -0.607 5.331 -0.744
C 0.971 4.060 1.427
C 1.847 3.706 -1.541
H -1.617 2.636 -5.131
H -0.159 1.722 -4.589
H -0.374 3.416 -4.084
H -3.577 0.422 -4.042
H -3.398 0.007 -2.320
H -2.154 -0.522 -3.514
H -3.722 3.458 -3.624
H -3.039 4.130 -2.114
H -4.201 2.771 -2.097
H -1.149 3.088 2.641
H -0.799 1.411 2.885
H -2.317 2.073 3.444
H -3.029 4.144 0.887
H -4.346 3.161 1.692
H -4.178 3.226 -0.090
H -2.876 -0.798 1.339
H -4.109 -0.057 0.378
H -4.106 0.303 2.059
H -1.450 5.506 -0.094
H -1.011 5.428 -1.793
H 0.087 6.179 -0.609
H 1.491 3.220 1.861
H 0.157 4.304 2.125
H 1.685 4.882 1.400
H 1.520 3.984 -2.529
H 2.281 2.660 -1.601
H 2.627 4.402 -1.198
C 5.371 1.438 2.189
C 3.947 1.466 2.355
C 3.165 0.847 1.416
C 3.651 0.097 0.336
C 2.755 -0.556 -0.577
C 3.409 -1.313 -1.540
C 4.822 -1.443 -1.635
C 5.644 -0.792 -0.763
C 5.063 0.022 0.237
C 5.880 0.706 1.151
H 6.003 1.954 2.899
H 3.426 1.970 3.170
H 2.092 0.874 1.506
H 2.832 -1.794 -2.318
H 5.256 -2.069 -2.427
H 6.719 -0.818 -0.840
H 6.956 0.574 1.069
C 2.410 -2.667 2.369
Si 0.771 -1.761 2.614
C -0.581 -3.012 3.123
C 0.920 -0.525 4.059
O 0.416 -0.947 1.297
H 2.717 -3.243 3.273
H 3.162 -1.930 2.186
H 2.417 -3.293 1.484
H -0.394 -3.469 4.104
H -0.634 -3.835 2.369
H -1.625 -2.664 3.168
H 0.896 -1.056 5.018
H 0.145 0.249 4.035
H 1.867 0.004 4.027
S 0.894 -1.151 -4.201
C 0.612 -0.847 -2.647